1.
Molecular formula: ClH2NO2Si
Method: DFT, ωB97M-V/def2-TZVPD

Values from the calculation:
- Largest force on an atom: 3.609 eV/A
- E_tot: -956.02138 a.u.
- LUMO energy: -0.0164 Ha
- Net charge: 0
- ΔE to the lowest compared entry with this formula, charge and spin: 154.0 kJ/mol
- Kohn-Sham gap: 0.379 Eh

Cartesian coordinates (Å):
N: -0.48367 0.99582 -0.19494
O: -0.99722 1.70598 0.65087
O: -0.10654 1.41758 -1.26755
Si: 0.29641 -0.75880 0.09809
Cl: -0.65531 -1.47302 1.76457
H: 0.42278 -1.89042 -1.41355
H: 1.52356 0.00285 0.36251

natural (NBO) atomic charge list, values in e, 4 entries: atom 1 (N): 0.27, atom 2 (O): -0.37, atom 3 (O): -0.40, atom 4 (Si): 1.05

2.
Molecular formula: ClH2NO2Si
Method: DFT, ωB97M-V/def2-TZVPD

Values from the calculation:
- Largest force on an atom: 4.094 eV/A
- E_tot: -956.05454 a.u.
- LUMO energy: 0.0037 Ha
- Net charge: 0
- ΔE to the lowest compared entry with this formula, charge and spin: 67.0 kJ/mol
- SMILES: O=[N+]([O-])[SiH2]Cl
- Kohn-Sham gap: 0.385 Eh

Cartesian coordinates (Å):
N: 0.91707 -0.76933 0.10886
O: 1.14245 -1.54602 -0.78182
O: 1.67564 -0.37107 0.97169
Si: -0.73349 0.36358 -0.15319
Cl: -0.15100 2.22011 0.22179
H: -1.36103 0.21785 -1.34053
H: -1.48963 -0.11512 0.97321

natural (NBO) atomic charge list, values in e, 4 entries: atom 1 (N): 0.30, atom 2 (O): -0.39, atom 3 (O): -0.39, atom 4 (Si): 1.16

3.
Molecular formula: ClH2NOS
Method: DFT, ωB97M-V/def2-TZVPD

Values from the calculation:
- Largest force on an atom: 2.850 eV/A
- E_tot: -989.45259 a.u.
- LUMO energy (alpha / beta): -0.0396 / -0.0401 Ha
- Net charge: 0
- ΔE to the lowest compared entry with this formula, charge and spin: 249.2 kJ/mol
- SMILES: NCl.O=S
- Kohn-Sham gap (alpha / beta): 0.282 / 0.282 Eh

Cartesian coordinates (Å):
N: 0.93578 -0.50584 0.79882
O: -1.65515 1.60926 -1.46552
S: -2.19284 1.18201 -0.19969
Cl: -0.26793 -1.25766 -0.15501
H: 1.48491 0.19856 0.29978
H: 1.69523 -1.22633 0.72161

natural (NBO) atomic charge list, values in e, 4 entries: atom 1 (N): -0.80, atom 2 (O): -0.73, atom 3 (S): 0.71, atom 4 (Cl): 0.09

4.
Molecular formula: ClH2NOS2
Method: DFT, ωB97M-V/def2-TZVPD

Values from the calculation:
- Largest force on an atom: 3.958 eV/A
- E_tot: -1387.61697 a.u.
- LUMO energy (alpha / beta): 0.0021 / -0.1079 Ha
- 2S+1: 3
- Net charge: 0
- ΔE to the lowest compared entry with this formula, charge and spin: 0.0 kJ/mol
- Kohn-Sham gap (alpha / beta): 0.227 / 0.249 Eh

Cartesian coordinates (Å):
N: 0.26817 -0.02269 -0.09042
O: 3.89109 -0.54981 0.12985
S: 1.07628 -1.22396 -0.92738
S: 3.20793 -0.49305 -1.11624
Cl: 4.00438 -1.87632 -2.43131
H: 0.10603 -0.20671 0.90212
H: -0.29446 0.68738 -0.50830

natural (NBO) atomic charge list, values in e, 4 entries: atom 1 (N): -0.92, atom 2 (O): -0.78, atom 3 (S): 0.17, atom 4 (S): 1.05

5.
Molecular formula: ClH2NP2
Method: DFT, ωB97M-V/def2-TZVPD

Values from the calculation:
- Largest force on an atom: 3.942 eV/A
- E_tot: -1198.74507 a.u.
- LUMO energy (alpha / beta): 0.0259 / -0.1356 Ha
- 2S+1: 3
- Net charge: 0
- ΔE to the lowest compared entry with this formula, charge and spin: 22.6 kJ/mol
- Kohn-Sham gap (alpha / beta): 0.288 / 0.230 Eh

Cartesian coordinates (Å):
N: -0.93774 0.30513 -0.38159
P: -1.26060 0.69970 1.14316
P: 0.37983 -0.00813 -1.31434
Cl: 0.41933 0.93033 2.45522
H: 0.19906 -1.44540 -1.62160
H: 1.20011 -0.48162 -0.28084

natural (NBO) atomic charge list, values in e, 4 entries: atom 1 (N): -1.14, atom 2 (P): 0.80, atom 3 (P): 0.76, atom 4 (Cl): -0.39

6.
Molecular formula: ClH2NS
Method: DFT, ωB97M-V/def2-TZVPD

Values from the calculation:
- Largest force on an atom: 3.622 eV/A
- E_tot: -914.23576 a.u.
- LUMO energy: -0.0533 Ha
- Net charge: 0
- ΔE to the lowest compared entry with this formula, charge and spin: 156.1 kJ/mol
- Kohn-Sham gap: 0.290 Eh

Cartesian coordinates (Å):
N: 0.91698 -0.32676 0.31519
S: -1.05268 0.93082 0.05602
Cl: -2.39628 -0.51478 0.07797
H: 1.05182 -0.56673 -0.63113
H: 1.48016 0.47745 0.18195

natural (NBO) atomic charge list, values in e, 4 entries: atom 1 (N): -0.72, atom 2 (S): 0.19, atom 3 (Cl): -0.11, atom 4 (H): 0.32

7.
Molecular formula: ClH2O2P
Method: DFT, ωB97M-V/def2-TZVPD

Values from the calculation:
- Largest force on an atom: 3.569 eV/A
- E_tot: -953.17677 a.u.
- LUMO energy (alpha / beta): -0.0518 / -0.0518 Ha
- Net charge: 0
- ΔE to the lowest compared entry with this formula, charge and spin: 328.7 kJ/mol
- Kohn-Sham gap (alpha / beta): 0.297 / 0.297 Eh

Cartesian coordinates (Å):
O: -0.52494 -1.50601 -0.21902
O: 1.07576 1.10314 -0.67832
P: 0.53026 0.62105 0.73931
Cl: -1.33705 1.26937 0.99012
H: -1.06162 -1.86334 0.47169
H: 1.31759 0.37578 -1.30378

natural (NBO) atomic charge list, values in e, 4 entries: atom 1 (O): -1.01, atom 2 (O): -1.02, atom 3 (P): 1.30, atom 4 (Cl): -0.25

8.
Molecular formula: ClH2O2P
Method: DFT, ωB97M-V/def2-TZVPD

Values from the calculation:
- Largest force on an atom: 0.519 eV/A
- E_tot: -953.30194 a.u.
- LUMO energy: 0.0258 Ha
- Net charge: 0
- ΔE to the lowest compared entry with this formula, charge and spin: 0.0 kJ/mol
- SMILES: OP(O)Cl
- Kohn-Sham gap: 0.393 Eh

Cartesian coordinates (Å):
O: 0.88351 0.96550 0.71934
O: -0.89924 0.17182 -0.71835
P: -0.28078 -0.12418 0.77194
Cl: 0.78383 -1.83825 0.31493
H: 1.21974 1.12469 -0.17098
H: -1.70706 -0.29958 -0.91688

natural (NBO) atomic charge list, values in e, 4 entries: atom 1 (O): -0.99, atom 2 (O): -1.01, atom 3 (P): 1.37, atom 4 (Cl): -0.38